[1]
Computed, not measured: CHN3OS in the gas phase, with wB97M-V/def2-TZVPD.

E_tot	-18402.438	eV
HOMO energy	-0.3374	hartree
Kohn-Sham gap	8.195	eV
energy above the lowest of the compared OMol25 structures with the same formula, charge and spin	359.6	kJ/mol
E_LUMO	-0.036	hartree
SMILES string	S=c1nno[nH]1

Element x y z (Å)
N (0.593, -0.584, -0.114)
O (-0.569, -1.353, 0.256)
H (1.457, -1.025, 0.186)
N (-1.587, -0.469, 0.288)
S (1.142, 2.020, -0.442)
N (-1.215, 0.707, 0.002)
C (0.178, 0.704, -0.176)

[2]
Computed, not measured: a molecular structure, C4H9NS, with wB97M-V/def2-TZVPD.

E_tot	-16614.701	eV
HOMO energy	-0.3194	hartree
Kohn-Sham gap	9.237	eV
energy above the lowest of the compared OMol25 structures with the same formula, charge and spin	458.7	kJ/mol
E_LUMO	0.020	hartree

Element x y z (Å)
C (-0.792, -0.262, 0.432)
C (0.924, 1.302, 0.204)
H (0.698, -1.895, -0.721)
H (1.515, -1.472, 1.063)
C (0.474, -0.036, -0.248)
N (-1.881, 0.299, -0.274)
H (2.366, -1.293, -0.546)
C (1.385, -1.273, -0.005)
H (1.791, 1.230, 1.266)
H (-3.726, 0.423, -1.224)
H (0.086, 0.074, -1.337)
S (-3.607, -0.163, 0.147)
H (-1.127, -0.897, 1.422)
H (0.179, 2.035, 0.345)
H (1.716, 1.927, -0.523)

[3]
Computed, not measured: a molecular structure, C23H43Cl3CoN3O4Si, with wB97M-V/def2-TZVPD.

net charge	-1
E_tot	-120286.617	eV
HOMO energy (alpha / beta)	-0.1792 / -0.1725	hartree
Kohn-Sham gap (alpha / beta)	7.437 / 7.255	eV
energy above the lowest of the compared OMol25 structures with the same formula, charge and spin	0.0	kJ/mol
E_LUMO (alpha / beta)	0.094 / 0.094	hartree
expectation value of S²	3.757
spin multiplicity	4

Element x y z (Å)
H (-1.501, -6.619, -1.198)
C (-3.008, 1.189, -3.170)
C (-1.226, -5.831, -0.479)
H (1.267, -1.573, -5.265)
H (-1.158, 5.222, 2.224)
O (0.537, -0.225, -1.577)
C (0.456, 0.926, -4.785)
H (-2.612, -1.978, -2.127)
C (-0.408, 3.905, -2.127)
H (-1.047, -2.431, 1.515)
H (-2.185, 1.439, -3.857)
H (1.255, 2.224, 0.990)
C (-2.584, 0.266, -0.921)
C (0.143, 0.595, -6.216)
H (2.074, -7.281, -1.621)
C (1.300, 0.511, -2.447)
H (1.539, -3.930, 1.173)
H (0.335, -7.586, -1.917)
H (-1.432, 4.300, -2.110)
H (2.171, 4.207, 0.944)
O (-2.667, -0.633, -0.094)
C (1.665, -4.963, 0.827)
C (0.686, 4.767, -2.241)
H (1.167, 5.594, 0.442)
H (1.102, -0.417, 3.855)
H (-3.254, 2.080, -2.580)
C (0.011, -0.311, 3.892)
H (2.856, 4.914, -2.338)
H (0.876, 1.066, -6.889)
H (-1.415, -6.252, 0.518)
N (0.108, 3.928, 1.175)
H (-0.275, 0.615, 3.385)
H (1.019, -7.886, -0.313)
H (1.403, 5.264, 2.173)
Co (1.161, -1.761, -0.586)
C (2.187, 2.862, -2.255)
Cl (3.292, -1.881, -0.582)
H (-2.439, -2.407, 3.710)
C (1.019, 0.086, -3.897)
H (-3.545, -1.306, -3.514)
C (1.277, 4.794, 1.185)
O (0.629, -1.222, 1.314)
H (0.164, -0.486, -6.420)
H (-1.001, -3.414, 3.878)
H (-1.432, 5.168, 0.473)
H (1.443, -5.624, 1.673)
H (0.754, -2.020, -3.614)
H (-1.917, -4.991, -0.629)
H (2.723, -5.091, 0.557)
H (-1.316, -2.110, 5.072)
H (-1.769, -1.323, -3.564)
H (3.181, 2.424, -2.325)
H (2.370, 0.285, -2.283)
H (-1.945, 3.781, 1.481)
C (0.211, 2.573, 1.162)
Si (0.613, -5.406, -0.655)
H (-2.494, 1.331, -0.619)
H (0.209, 1.951, -4.488)
Cl (1.567, -4.322, -2.225)
C (1.067, -7.215, -1.184)
H (-1.027, 1.828, -1.950)
C (1.380, -1.334, -4.205)
N (-2.622, 0.105, -2.285)
C (-1.386, -2.393, 4.020)
C (-0.191, 2.523, -2.062)
C (-1.189, 4.559, 1.352)
H (-0.353, -0.326, 4.923)
H (2.426, -1.519, -3.933)
N (-0.608, -1.442, 3.233)
C (-0.337, -1.708, 1.952)
H (0.514, 5.850, -2.321)
H (-3.874, 0.882, -3.781)
Cl (-0.738, -2.952, -0.769)
C (1.087, 2.010, -2.209)
O (-0.732, 1.800, 1.319)
H (-0.842, 0.993, -6.513)
C (-2.639, -1.205, -2.897)
C (1.992, 4.251, -2.279)

[4]
Computed, not measured: a molecular structure, C21H23AsO7P2RuS4Sb, with wB97M-V/def2-TZVPD.

net charge	-1
E_tot	-168370.385	eV
HOMO energy (alpha / beta)	-0.2134 / -0.2261	hartree
Kohn-Sham gap (alpha / beta)	7.898 / 6.517	eV
energy above the lowest of the compared OMol25 structures with the same formula, charge and spin	20.9	kJ/mol
E_LUMO (alpha / beta)	0.077 / 0.013	hartree
expectation value of S²	6.030
spin multiplicity	5

Element x y z (Å)
O (-3.827, -0.307, -0.695)
C (1.155, 4.986, 0.571)
S (1.277, 3.221, -5.990)
H (-0.980, 5.214, 0.494)
C (2.469, -1.261, -1.739)
O (-1.038, -2.046, -2.287)
O (-5.497, -0.806, -2.527)
H (1.354, 6.044, 0.670)
H (3.223, 4.453, 0.572)
C (-0.371, 3.167, 0.330)
C (-0.147, 4.525, 0.477)
H (-0.815, -2.508, 0.630)
O (-2.360, -3.286, -4.166)
H (1.643, -1.781, -2.232)
H (-2.442, -2.072, 0.085)
H (-1.722, -4.097, -0.976)
O (-1.964, -4.314, -1.887)
H (-3.329, -0.380, 4.912)
H (0.894, -0.968, 2.656)
Sb (-0.006, 0.264, -0.051)
S (2.812, 2.454, -3.546)
O (-3.520, -2.381, -2.045)
H (3.147, 0.985, 0.973)
H (3.398, -1.570, -2.218)
H (-2.096, 1.735, 4.514)
H (2.640, -2.473, 3.500)
S (0.446, -0.178, -4.539)
C (1.559, -1.038, 0.615)
C (-2.043, 0.925, 3.799)
P (-2.163, -2.979, -2.753)
H (4.105, 2.386, 0.490)
As (0.905, 1.944, -4.344)
C (-2.638, -1.286, 3.096)
H (-2.225, -3.209, 1.428)
H (-1.395, 2.817, 0.228)
H (-0.737, 1.989, 2.484)
C (1.997, 2.718, 0.379)
C (1.618, -1.377, 1.965)
C (-1.834, -2.303, 0.964)
H (4.207, -2.832, -0.459)
C (2.604, -2.227, 2.448)
C (3.199, 1.821, 0.279)
P (-4.073, -0.871, -2.181)
Ru (-1.013, -0.020, -2.741)
O (-3.044, -0.141, -3.055)
C (2.206, 4.087, 0.518)
H (-3.169, -2.213, 3.274)
C (2.498, -1.569, -0.274)
S (-0.800, 2.242, -3.006)
C (-1.193, 0.039, 1.714)
C (-1.881, -1.159, 1.938)
C (3.477, -2.421, 0.226)
H (2.341, -0.195, -1.947)
C (-2.728, -0.255, 4.021)
H (3.296, 1.412, -0.727)
H (-4.673, -0.059, -0.302)
C (-1.278, 1.066, 2.646)
C (3.537, -2.750, 1.569)
H (4.312, -3.415, 1.928)
C (0.681, 2.253, 0.295)

Number 1: maximum force 2.2 eV Å⁻¹. Number 2: maximum force 8.7 eV Å⁻¹. Number 3: maximum force 2.3 eV Å⁻¹. Number 4: maximum force 0.6 eV Å⁻¹.